Computed, not measured: a structure of composition C19H12BrN4O5OsSe, with the ωB97M-V functional and the def2-TZVPD basis.

Structure (XYZ):
```
43
Properties=species:S:1:pos:R:3:forces:R:3
Os -1.1287 0.3332 -1.1258 0.6 -0.6 -0.5
Se 0.5314 -1.6886 3.2011 0.0 0.1 -0.1
N -1.1042 -2.2530 3.6186 0.0 0.0 -0.1
C -1.8736 -1.9213 2.6019 0.2 0.1 -0.1
C -3.2681 -2.1865 2.5149 -0.2 0.0 0.0
C -3.9143 -1.7905 1.3912 0.0 -0.1 0.1
C -3.2164 -1.1354 0.3411 0.0 0.2 -0.1
N -1.9362 -0.8517 0.3714 0.4 0.0 0.1
C -1.2231 -1.2427 1.4922 0.0 -0.1 0.0
N 0.0650 -1.0288 1.6175 -0.1 0.0 0.2
H -3.7728 -2.6893 3.3285 0.0 0.0 0.0
H -4.9740 -1.9678 1.2719 0.0 0.0 0.0
H -3.7289 -0.8197 -0.5579 -0.1 0.0 0.0
C -0.1134 -0.8888 -1.7876 -0.3 0.3 0.5
C 0.9585 -1.7950 -2.1344 0.1 0.1 -0.1
C 1.9537 -2.0827 -1.1955 0.0 0.0 0.0
C 2.9930 -2.9390 -1.5225 0.0 0.0 0.0
C 3.0577 -3.5106 -2.7871 0.0 0.0 0.0
C 2.0742 -3.2271 -3.7257 0.0 0.0 0.0
C 1.0266 -2.3786 -3.4011 0.0 0.0 0.0
H 1.8917 -1.6126 -0.2226 0.0 0.0 0.0
H 3.7628 -3.1540 -0.7910 0.0 0.0 0.0
H 3.8745 -4.1750 -3.0416 0.0 0.0 0.0
H 2.1248 -3.6700 -4.7129 0.0 0.0 0.0
H 0.2515 -2.1527 -4.1223 0.0 0.0 0.0
O -1.8321 2.9013 -4.0411 0.1 0.1 -0.1
N -1.8106 2.0875 -3.1454 0.0 -0.2 0.1
O -2.7847 1.4079 -2.7983 -0.3 0.3 0.0
O -0.7014 1.8841 -2.4976 -0.1 -0.2 0.1
Br 3.4858 0.6663 1.2309 0.0 0.0 0.0
C 2.2719 2.1118 1.5082 -0.1 0.1 0.0
C 2.7004 3.2293 2.2021 0.0 0.0 0.0
C 1.7923 4.2594 2.4157 0.0 0.0 0.0
C 0.4896 4.1537 1.9530 0.0 0.0 0.0
C 0.0776 3.0222 1.2560 0.0 0.1 0.0
C 0.9827 1.9961 1.0217 0.1 -0.1 0.1
C -1.3785 2.9268 0.8193 0.0 0.0 0.0
O -2.1451 3.8080 1.1839 0.0 0.0 0.0
O -1.7174 1.8968 0.1359 -0.3 0.0 -0.1
H 3.7161 3.2921 2.5690 0.0 0.0 0.0
H 2.1072 5.1426 2.9579 0.0 0.0 0.0
H -0.2379 4.9348 2.1250 0.0 0.0 0.0
H 0.6723 1.1072 0.4813 0.0 0.0 -0.1
```
Forces are in eV/Å.

Frontier orbital gap (alpha / beta) (eV): 4.799 / 3.819
Highest occupied orbital energy (alpha / beta) (eV): -3.789 / -3.096
ΔE to the lowest compared entry with this formula, charge and spin (eV): 1.713
E_LUMO (alpha / beta) (eV): 1.01 / 0.72
Charge: -1
DFT total energy (eV): -173948.31437



Computed, not measured: the molecule C19H12Cl2N4O4, with the ωB97M-V functional and the def2-TZVPD basis.

Structure (XYZ):
```
41
Properties=species:S:1:pos:R:3:forces:R:3
O 4.8811 1.7026 -1.0398 0.1 0.1 -0.1
C 4.1603 0.9999 -0.3353 -0.1 0.0 -0.1
N 4.7193 0.2195 0.6234 0.6 -0.1 -0.1
C 4.1432 -0.3735 1.7569 -0.2 -0.2 0.6
C 4.6618 -1.5760 2.2276 -0.1 0.1 -0.2
C 4.1143 -2.1715 3.3494 0.0 0.1 0.0
C 3.0514 -1.5850 4.0134 -0.1 0.0 0.0
C 2.5566 -0.3745 3.5520 0.2 -0.1 -0.2
C 3.1019 0.2460 2.4417 0.1 0.0 0.1
H 2.7191 1.1993 2.1153 0.0 0.1 0.0
Cl 1.2447 0.3876 4.3718 -0.2 0.1 0.1
H 2.6153 -2.0523 4.8810 -0.1 0.0 0.1
H 4.5159 -3.1068 3.7071 0.0 -0.1 0.0
H 5.4852 -2.0424 1.7083 0.1 -0.1 -0.1
H 5.7309 0.1757 0.5677 -0.2 0.1 -0.1
C 2.6911 0.9700 -0.5280 0.0 0.4 -0.3
C 1.9161 -0.1387 -0.2319 -0.6 0.0 -0.3
C 0.5329 -0.1225 -0.4186 0.6 1.2 -0.5
C -0.0841 1.0562 -0.8750 0.1 -0.2 0.1
C 0.6775 2.1470 -1.2038 0.1 0.2 -0.1
C 2.0756 2.1143 -1.0898 0.0 -0.5 0.2
O 2.7683 3.1679 -1.4995 0.2 0.3 -0.1
H 3.7314 2.9463 -1.4715 -0.3 -0.1 0.0
H 0.2247 3.0512 -1.5786 -0.1 0.1 0.0
H -1.1589 1.1102 -0.9606 0.0 0.1 0.0
N -0.1087 -1.2927 -0.0537 0.3 -0.8 0.5
N -1.2714 -1.5687 -0.3014 0.1 -1.4 0.9
C -2.2300 -1.0378 -1.1029 -1.1 0.8 -1.1
C -2.1480 -1.1810 -2.5011 0.1 0.1 0.5
C -3.2234 -0.8814 -3.3005 -0.4 0.2 -0.1
C -4.4073 -0.4255 -2.7246 1.2 -0.3 0.9
C -4.5180 -0.2733 -1.3427 -0.2 0.0 -0.4
C -3.4456 -0.5885 -0.5440 0.6 0.0 -0.1
Cl -3.5331 -0.3824 1.1716 0.0 0.0 0.0
H -5.4426 0.0884 -0.9204 0.0 0.0 0.1
N -5.5236 -0.1003 -3.5579 -0.6 0.2 -0.5
O -5.3934 -0.2466 -4.7577 0.0 0.0 -0.2
O -6.5351 0.3034 -3.0194 -0.2 0.1 0.0
H -3.1663 -0.9815 -4.3733 0.0 0.0 0.0
H -1.2242 -1.5396 -2.9286 0.1 0.0 0.0
H 2.3635 -1.0542 0.1207 0.0 -0.1 0.1
```
Forces are in eV/Å.

Frontier orbital gap (eV): 7.733
Highest occupied orbital energy (eV): -8.608
ΔE to the lowest compared entry with this formula, charge and spin (eV): 0.000
SMILES string: O=C(Nc1cccc(Cl)c1)c1cc(/N=N\c2ccc([N+](=O)[O-])cc2Cl)ccc1O
E_LUMO (eV): -0.88
DFT total energy (eV): -59089.54418



Computed, not measured: a structure of composition C19H12Cl4CuN4O2, with the ωB97M-V functional and the def2-TZVPD basis.

Structure (XYZ):
```
42
Properties=species:S:1:pos:R:3:forces:R:3
Cu 0.4717 0.0309 -0.3339 -0.9 1.4 1.7
Cl -1.5795 3.0088 5.5160 -0.2 0.2 0.2
C -1.4565 2.5999 3.8533 -0.6 0.3 -1.7
C -0.6107 1.5532 3.5015 0.4 -0.7 0.2
C -0.4330 1.1655 2.1742 -2.8 3.1 -0.2
N 0.2683 0.1418 1.7042 3.5 -2.7 -1.0
C 1.2817 -0.4857 2.3892 -1.9 0.6 2.1
O 1.4471 -0.5604 3.6380 -0.1 0.2 -2.6
C 2.2450 -1.1379 1.4741 1.1 -0.7 -1.0
C 3.3133 -1.8685 1.9828 0.1 0.0 0.5
C 4.2795 -2.3672 1.1256 -0.3 0.2 -0.1
C 4.1854 -2.0513 -0.2226 1.2 -0.7 -1.2
C 3.1059 -1.3588 -0.6991 -0.7 0.4 1.3
N 2.1385 -0.9427 0.1426 0.1 0.0 -0.2
C -1.0834 1.9665 1.1276 0.2 0.1 2.6
C -1.9474 3.0038 1.4862 0.4 -0.2 -0.6
C -2.1798 3.2730 2.8306 0.5 -0.3 1.0
Cl -3.3934 4.4529 3.2228 0.2 0.1 0.1
N -0.7045 1.6333 -0.1277 -0.1 -0.9 -3.9
C -1.3149 2.0131 -1.3172 -1.1 1.8 3.0
O -2.1816 2.9046 -1.4633 1.4 -1.3 0.0
C -0.9541 1.1605 -2.4564 0.2 -1.0 -1.4
C -1.5950 1.3048 -3.6967 0.3 0.2 -0.2
C -1.3698 0.3553 -4.6806 -0.1 0.1 -0.4
C -0.5319 -0.7242 -4.4104 0.1 -0.7 -0.9
C 0.0905 -0.8128 -3.1936 -0.2 1.1 0.8
N -0.1032 0.1485 -2.2447 0.2 -1.2 -0.5
H -0.0975 0.9700 4.2732 -0.3 0.4 -0.3
H 3.3769 -1.9873 3.0645 -0.1 0.0 -0.3
H 5.0897 -2.9823 1.4927 0.1 0.1 0.0
H 4.9492 -2.3479 -0.9730 -0.5 0.1 0.8
H 3.0095 -1.0525 -1.7241 -0.1 -0.1 -0.3
H -2.3464 3.6187 0.6662 -0.1 -0.4 0.7
H -2.2083 2.1841 -3.8887 0.0 -0.3 0.3
H -1.8200 0.4323 -5.6890 0.2 0.1 0.8
H -0.3544 -1.5051 -5.1730 -0.1 0.6 0.6
H 0.7454 -1.6412 -2.9342 -0.1 0.2 0.0
Cl -2.8947 -1.2345 0.0811 0.2 0.1 0.0
C -2.4348 -2.9269 -0.0908 -0.5 -0.2 -0.3
Cl -0.6719 -3.1989 -0.1166 -0.2 0.1 0.1
H -2.8360 -3.2688 -1.0508 0.2 0.0 0.4
H -2.8948 -3.4667 0.7401 0.4 0.0 -0.2
```
Forces are in eV/Å.

Frontier orbital gap (alpha / beta) (eV): 6.160 / 5.937
Multiplicity: 2
Highest occupied orbital energy (alpha / beta) (eV): -6.808 / -6.807
E_LUMO (alpha / beta) (eV): -0.65 / -0.87
⟨S²⟩: 0.754
DFT total energy (eV): -124683.70016



Computed, not measured: a structure of composition C19H12F5N2O4SeV, with the ωB97M-V functional and the def2-TZVPD basis.

Structure (XYZ):
```
44
Properties=species:S:1:pos:R:3:forces:R:3
V 0.3128 -0.5951 0.5346 3.8 2.3 4.4
O -0.8863 -1.8461 0.6121 -2.8 -3.0 0.0
C -1.8737 -2.0596 -0.1468 -0.2 0.2 -0.6
C -2.1015 -1.3069 -1.3312 0.3 0.2 0.0
C -3.2069 -1.5907 -2.1525 -0.2 -0.1 0.0
C -3.3701 -0.9002 -3.3190 0.2 0.0 0.0
C -2.4780 0.1017 -3.7171 -0.1 -0.2 0.1
C -1.3908 0.4010 -2.9285 0.3 0.1 0.2
C -1.1778 -0.2968 -1.7402 -0.7 -0.3 -0.3
O -0.1147 -0.0517 -0.9915 -0.5 0.8 -4.1
N -4.5054 -1.2393 -4.1969 -0.4 0.2 0.0
O -5.3364 -2.0017 -3.7513 0.2 0.0 -0.1
O -4.5324 -0.7031 -5.2829 0.1 -0.1 0.1
H -2.5514 -2.8748 0.1049 0.1 0.0 0.2
H -3.9325 -2.3449 -1.8744 0.0 0.0 0.0
H -2.6571 0.6241 -4.6461 0.0 0.0 0.0
H -0.6873 1.1726 -3.2105 0.0 0.0 0.0
F 1.7193 6.0107 0.1305 0.1 0.1 -0.1
C 1.1548 4.8784 0.4969 -0.1 -0.1 0.1
C -0.0496 4.8989 1.1913 0.1 -0.1 -0.1
F -0.6228 6.0552 1.4688 -0.1 0.1 0.1
C -0.6357 3.7053 1.5712 0.0 -0.3 0.0
F -1.7911 3.7132 2.2289 0.0 0.2 0.0
C -0.0461 2.4803 1.2748 0.1 0.2 -0.1
Se -0.9149 0.8784 1.8288 -0.2 0.1 0.3
C 1.1497 2.4976 0.5810 -0.2 0.1 0.1
F 1.7501 1.3191 0.2766 0.0 -0.1 0.0
C 1.7584 3.6704 0.1819 0.0 0.0 0.0
F 2.8938 3.6416 -0.4980 0.1 0.0 0.0
C 1.7342 -0.2917 3.7979 -0.2 -0.1 -0.1
C 2.0482 -1.3446 2.7853 0.5 -0.8 0.9
C 2.7070 -2.5435 2.9977 -0.5 0.8 0.2
C 2.8698 -3.1864 1.7510 -0.2 0.1 -0.8
C 2.3253 -2.3675 0.7945 0.6 -0.8 0.0
C 2.3106 -2.5077 -0.6988 -0.3 -0.1 0.1
N 1.7867 -1.2515 1.4339 0.1 0.3 -0.4
H 2.4743 -0.3352 4.5943 0.0 0.0 0.0
H 0.7509 -0.4331 4.2532 0.0 0.1 0.0
H 1.7605 0.7048 3.3583 0.1 0.0 0.0
H 3.0451 -2.8969 3.9586 0.0 0.0 0.0
H 3.3538 -4.1298 1.5547 0.1 0.0 0.0
H 3.2272 -2.9853 -1.0388 0.0 0.1 0.0
H 2.2465 -1.5312 -1.1906 0.1 0.0 -0.1
H 1.4839 -3.1381 -1.0467 0.0 0.1 -0.1
```
Forces are in eV/Å.

Frontier orbital gap (alpha / beta) (eV): 5.409 / 5.044
Multiplicity: 2
Highest occupied orbital energy (alpha / beta) (eV): -10.977 / -10.991
E_LUMO (alpha / beta) (eV): -5.57 / -5.95
Charge: +1
⟨S²⟩: 0.776
DFT total energy (eV): -135678.69640



Computed, not measured: a cluster of 2 separate species, C19H12N3O5S in total, with the ωB97M-V functional and the def2-TZVPD basis.

Structure (XYZ):
```
40
Properties=species:S:1:pos:R:3:forces:R:3
C -3.8023 -0.6217 1.5346 -0.2 -0.1 0.1
C -3.3489 0.6918 1.7089 0.3 -0.4 -0.2
C -2.0509 1.0263 1.3547 0.1 -0.4 -0.2
C -1.1491 0.0293 0.8843 -0.8 -0.7 0.0
C 0.2376 0.3133 0.7559 0.9 1.1 0.7
C 0.8623 1.4975 1.3962 -0.1 -0.8 -1.1
O 1.7443 2.1400 0.8277 -0.1 0.0 0.7
C 0.4362 1.8650 2.7993 0.2 0.4 0.2
C -0.0381 0.9349 3.7315 0.0 0.1 -0.1
C -0.4499 1.3548 4.9962 0.1 0.4 -0.2
C -0.4265 2.7213 5.3145 0.3 0.0 -0.1
C 0.1148 3.6422 4.4041 -0.1 -0.2 0.1
C 0.5708 3.2069 3.1643 -0.2 -0.3 0.0
C 1.1469 -0.5801 0.1956 1.0 -1.1 -0.7
N 1.9355 -1.3578 -0.2055 -1.1 0.9 0.4
C -1.6682 -1.2689 0.5835 -0.3 0.4 0.4
C -2.9766 -1.5941 0.9518 0.4 0.3 -0.2
H -4.8059 -0.8955 1.8515 0.1 0.1 -0.1
H -3.9835 1.4644 2.1404 0.0 -0.2 -0.1
H -1.7013 2.0546 1.4674 -0.1 -0.4 0.0
H -0.1024 -0.1163 3.4479 0.0 0.3 0.1
H -0.7939 0.6174 5.7241 0.0 0.3 -0.2
H -0.7907 3.0654 6.2850 0.1 -0.1 -0.3
H 0.1936 4.7053 4.6369 -0.1 -0.3 0.1
H 1.0065 3.8834 2.4285 -0.1 -0.1 0.2
H -1.0093 -2.0149 0.1138 -0.3 0.4 0.4
H -3.3332 -2.6218 0.7981 0.0 0.5 0.0
O 0.4963 -3.5008 -7.3667 0.0 0.1 2.4
N 0.3793 -3.5935 -6.1250 -1.3 -1.6 -1.0
O -0.3034 -4.4788 -5.5529 1.2 1.4 -1.1
C 1.0248 -2.6678 -5.2578 0.1 0.3 -0.1
C 1.8021 -1.6047 -5.6464 -0.2 -0.6 0.8
C 2.2658 -0.9588 -4.4843 -0.2 -1.4 1.1
N 3.5501 -0.3244 -4.4277 2.0 2.0 1.1
O 3.9429 -0.0956 -3.2593 -0.2 -0.1 -2.6
O 4.2190 -0.0602 -5.4610 -1.8 -0.8 1.9
C 1.7709 -1.4803 -3.2622 0.8 0.0 -1.9
S 0.8683 -2.8844 -3.5266 -0.2 0.9 -0.8
H 2.0835 -1.3237 -6.6443 0.0 -0.2 -0.2
H 2.0826 -1.1700 -2.2772 -0.1 -0.1 0.4
```
Forces are in eV/Å.

Frontier orbital gap (eV): 4.434
Highest occupied orbital energy (eV): -3.655
ΔE to the lowest compared entry with this formula, charge and spin (eV): 0.279
E_LUMO (eV): 0.78
Charge: -1
DFT total energy (eV): -45435.51799



Short version: maximum force = 0.96 1.76 4.55 6.26 3.04 eV Å⁻¹, in the order given.